{"formula": "C4H11N4", "method": "ωB97M-V/def2-TZVPD", "symbols": ["C", "C", "C", "N", "N", "C", "N", "N", "H", "H", "H", "H", "H", "H", "H", "H", "H", "H", "H"], "positions_angstrom": [[-1.724, -1.856, -0.144], [-1.622, -0.678, 0.571], [-0.811, 0.488, 0.126], [-1.526, 1.626, -0.293], [0.499, 0.491, 0.363], [1.261, 1.671, -0.021], [1.229, -0.702, 0.711], [2.087, -1.062, -0.370], [-1.089, -1.998, -0.928], [-2.273, -2.720, 0.357], [-2.278, -0.460, 1.393], [-2.231, 1.448, -0.907], [-0.963, 2.487, -0.403], [0.749, 2.144, -0.853], [1.315, 2.445, 0.846], [2.263, 1.385, -0.461], [0.540, -1.415, 0.783], [2.888, -1.468, 0.113], [1.686, -1.827, -0.882]], "lowdin_charge": [0.10, -0.07, -0.23, 0.21, -0.08, -0.01, -0.02, 0.05, 0.03, 0.12, 0.12, 0.08, 0.12, 0.07, 0.15, 0.11, 0.08, 0.10, 0.08], "smiles": "C=CC(=[NH2+])N(C)NN", "relative_energy_ev": 3.831, "total_charge": 1, "total_energy_ha": -377.6860, "lumo_energy_ev": -4.048, "homo_ha": -0.513, "gap_ev": 9.90}